(1)
Molecular formula: C39H32Cl2F5N6O2Se2Tc
Method: DFT, wB97M-V/def2-TZVPD

The geometry in XYZ format:
```
89
Properties=species:S:1:pos:R:3
Tc 0.80 -1.56 0.19
Cl 7.63 -1.41 -1.03
C 6.05 -1.96 -0.63
C 4.99 -1.10 -0.78
C 3.71 -1.54 -0.45
N 2.54 -0.79 -0.46
C 2.56 0.56 -0.77
O 3.28 1.11 -1.56
C 1.61 1.30 0.10
C 1.71 2.67 0.25
C 0.94 3.29 1.22
C 0.10 2.50 1.99
C 0.05 1.14 1.76
N 0.79 0.53 0.83
C 3.50 -2.83 0.03
C 4.58 -3.71 0.17
C 5.85 -3.27 -0.15
Cl 7.17 -4.36 0.03
N 2.17 -3.07 0.29
C 1.74 -4.26 0.83
O 2.41 -5.10 1.38
C 0.28 -4.49 0.58
C -0.27 -5.73 0.81
C -1.60 -5.94 0.49
C -2.32 -4.90 -0.05
C -1.69 -3.67 -0.24
N -0.41 -3.45 0.06
H 5.16 -0.11 -1.16
H 2.42 3.20 -0.37
H 1.00 4.36 1.38
H -0.51 2.93 2.77
H -0.58 0.50 2.37
H 4.44 -4.70 0.55
H 0.37 -6.49 1.24
H -2.06 -6.90 0.67
H -3.35 -5.00 -0.34
H -2.25 -2.85 -0.65
C -1.22 4.34 -4.80
C -1.74 2.96 -4.38
C -0.64 1.99 -3.99
C 0.02 2.28 -2.64
N -0.95 2.23 -1.53
C -1.43 1.10 -0.99
Se -0.93 -0.66 -1.44
N -2.35 1.41 -0.06
C -3.16 0.45 0.69
C -4.26 -0.17 -0.17
C -5.27 0.82 -0.75
C -6.15 1.49 0.29
C -2.43 2.80 0.03
C -3.15 3.63 0.88
C -2.95 4.99 0.74
C -2.06 5.51 -0.22
C -1.34 4.68 -1.05
C -1.54 3.31 -0.91
H -2.03 4.97 -5.15
H -0.49 4.24 -5.60
H -0.74 4.86 -3.97
H -2.31 2.53 -5.21
H -2.46 3.07 -3.56
H 0.16 2.01 -4.74
H -1.01 0.96 -3.97
H 0.48 3.26 -2.61
H 0.80 1.54 -2.43
H -3.59 0.99 1.53
H -2.50 -0.32 1.08
H -4.79 -0.90 0.46
H -3.79 -0.74 -0.97
H -5.90 0.27 -1.45
H -4.74 1.57 -1.35
H -6.65 0.75 0.91
H -6.92 2.10 -0.18
H -5.58 2.15 0.95
H -3.83 3.24 1.62
H -3.50 5.67 1.37
H -1.94 6.58 -0.30
H -0.65 5.09 -1.78
F 5.97 -3.32 4.44
C 4.73 -3.00 4.08
C 3.70 -3.90 4.28
F 3.95 -5.08 4.82
C 2.41 -3.56 3.89
F 1.45 -4.46 4.08
C 2.12 -2.34 3.31
Se 0.36 -2.01 2.66
C 3.17 -1.44 3.16
F 2.96 -0.22 2.66
C 4.47 -1.76 3.53
F 5.45 -0.88 3.35
```

## Properties
charge = +1
multiplicity = 2
E_LUMO (spin up / spin down) = -4.262 / -4.325 eV
energy relative to the best compared isomer or geometry (same formula, charge and spin) = 100.01 kJ/mol

=====

(2)
Molecular formula: C39H32ClCo2O9P
Method: DFT, wB97M-V/def2-TZVPD

The geometry in XYZ format:
```
84
Properties=species:S:1:pos:R:3
C -8.27 -2.74 4.38
C -6.83 -2.82 3.93
O -6.49 -1.51 3.40
C -5.29 -1.51 2.80
C -4.83 -0.16 2.40
Cl -3.22 -0.05 2.00
C -5.42 1.12 2.85
O -4.85 2.20 2.77
O -6.64 0.97 3.42
C -7.07 2.22 4.00
C -8.51 2.00 4.43
O -4.61 -2.52 2.66
H -8.58 -3.68 4.84
H -8.42 -1.95 5.12
H -8.93 -2.55 3.52
H -6.15 -3.06 4.77
H -6.69 -3.58 3.14
H -6.43 2.48 4.86
H -7.00 3.03 3.25
H -8.91 2.89 4.92
H -9.14 1.78 3.56
H -8.59 1.17 5.14
O -0.45 -1.82 -5.09
C -0.05 -1.51 -4.05
Co 0.78 -0.81 -2.66
C -0.69 0.07 -2.11
O -1.72 0.52 -1.84
C 0.77 -2.20 -1.63
O 0.76 -3.10 -0.90
C 2.50 -0.65 -3.14
C 1.68 0.41 -3.68
C 1.36 1.00 -4.90
C 0.20 1.76 -5.23
C -0.28 1.83 -6.58
C -1.41 2.59 -6.91
C -2.09 3.32 -5.92
C -1.61 3.26 -4.61
C -0.49 2.52 -4.26
Co 2.59 0.77 -2.04
C 1.49 1.90 -1.23
O 0.83 2.67 -0.66
C 4.04 1.63 -2.47
O 5.00 2.25 -2.70
P 3.52 -0.15 -0.26
C 2.40 -0.55 1.12
C 2.88 -1.01 2.36
C 1.98 -1.24 3.41
C 0.60 -1.06 3.21
C 0.14 -0.63 1.97
C 1.03 -0.34 0.95
C 4.41 -1.70 -0.68
C 4.12 -2.90 -0.03
C 4.71 -4.08 -0.47
C 5.65 -4.06 -1.51
C 5.92 -2.86 -2.17
C 5.28 -1.68 -1.77
C 4.78 0.81 0.66
C 6.08 0.35 0.89
C 7.00 1.17 1.56
C 6.63 2.44 1.99
C 5.34 2.91 1.75
C 4.41 2.10 1.08
H 3.27 -1.27 -3.56
H 2.10 0.87 -5.70
H 0.26 1.28 -7.36
H -1.78 2.59 -7.95
H -2.98 3.91 -6.19
H -2.14 3.78 -3.82
H -0.10 2.57 -3.25
H 3.94 -1.16 2.52
H 2.34 -1.57 4.38
H -0.12 -1.24 4.00
H -0.92 -0.51 1.76
H 0.67 0.04 -0.01
H 3.45 -2.90 0.83
H 4.43 -5.02 0.00
H 6.14 -4.98 -1.83
H 6.63 -2.82 -3.00
H 5.48 -0.73 -2.29
H 6.35 -0.67 0.61
H 8.01 0.80 1.73
H 7.36 3.10 2.48
H 5.02 3.89 2.09
H 3.38 2.43 0.93
```

## Properties
charge = -2
E_LUMO = 3.914 eV
energy relative to the best compared isomer or geometry (same formula, charge and spin) = 0.00 kJ/mol

=====

(3)
Molecular formula: C39H32ClN2O16S2
Method: DFT, wB97M-V/def2-TZVPD

The geometry in XYZ format:
```
92
Properties=species:S:1:pos:R:3
C 1.37 0.28 -1.15
C 0.40 0.71 -2.26
Cl -0.74 -0.66 -2.52
C -0.27 2.01 -1.82
S -1.70 2.61 -2.72
O -1.93 1.77 -3.86
O -1.38 3.99 -3.03
N -2.90 2.70 -1.65
S -3.49 1.40 -0.96
N -3.98 0.37 -2.18
O -2.54 0.67 -0.16
O -4.69 1.82 -0.26
H 1.74 1.15 -0.61
H 0.78 -0.29 -0.44
H 2.22 -0.30 -1.52
H 0.92 0.84 -3.20
H -0.51 1.94 -0.76
H 0.48 2.79 -1.94
H -4.00 -0.57 -1.79
H -4.94 0.64 -2.38
C 1.33 7.23 -7.33
C 0.24 6.70 -7.86
C -0.82 6.10 -7.01
O -1.82 5.62 -7.51
C -0.61 6.11 -5.54
C 0.49 6.65 -5.01
C 1.54 7.25 -5.86
O 2.55 7.74 -5.38
H 2.12 7.68 -7.93
H 0.06 6.68 -8.93
H -1.38 5.66 -4.92
H 0.66 6.66 -3.94
C 1.82 0.75 3.21
C 2.04 -0.07 4.24
C 1.03 -1.06 4.67
O 1.24 -1.82 5.59
C -0.25 -1.11 3.92
C -0.48 -0.30 2.89
C 0.54 0.69 2.46
O 0.31 1.41 1.51
H 2.54 1.48 2.88
H 2.97 -0.06 4.80
H -0.96 -1.85 4.24
H -1.39 -0.32 2.31
C 6.17 -3.04 -3.58
C 5.10 -3.02 -2.80
C 4.82 -1.86 -1.92
O 3.84 -1.84 -1.20
C 5.77 -0.72 -1.95
C 6.84 -0.74 -2.74
C 7.13 -1.90 -3.62
O 8.10 -1.92 -4.34
H 6.41 -3.88 -4.23
H 4.39 -3.84 -2.76
H 5.53 0.12 -1.31
H 7.54 0.08 -2.79
C 5.03 -5.53 4.05
C 4.50 -6.72 3.78
C 3.04 -6.96 3.91
O 2.56 -8.04 3.65
C 2.20 -5.82 4.35
C 2.72 -4.63 4.62
C 4.18 -4.39 4.49
O 4.67 -3.31 4.73
H 6.09 -5.33 3.96
H 5.09 -7.56 3.45
H 1.14 -6.01 4.44
H 2.12 -3.79 4.94
C -7.81 5.09 3.31
C -6.67 5.63 3.72
C -5.36 5.14 3.20
O -4.32 5.63 3.59
C -5.38 4.03 2.21
C -6.53 3.50 1.81
C -7.83 3.98 2.32
O -8.89 3.50 1.95
H -8.78 5.43 3.67
H -6.63 6.44 4.44
H -4.43 3.69 1.84
H -6.55 2.69 1.08
C -3.37 -5.07 1.50
C -2.55 -4.31 2.22
C -1.13 -4.69 2.41
O -0.38 -4.01 3.07
C -0.65 -5.94 1.76
C -1.47 -6.69 1.03
C -2.90 -6.32 0.85
O -3.64 -7.01 0.19
H -4.41 -4.81 1.34
H -2.88 -3.40 2.70
H 0.39 -6.19 1.91
H -1.15 -7.60 0.55
```

## Properties
charge = -1
E_LUMO = -0.230 eV

=====

(4)
Molecular formula: C39H33BF4KN2P2
Method: DFT, wB97M-V/def2-TZVPD

The geometry in XYZ format:
```
82
Properties=species:S:1:pos:R:3
K -1.56 0.89 -2.25
C 0.51 -0.68 1.70
N 1.83 -0.24 1.25
C 1.95 0.75 0.19
P 1.37 0.13 -1.51
C 1.90 -1.63 -1.36
C 3.23 -2.07 -1.31
C 3.52 -3.40 -1.10
C 2.50 -4.33 -0.93
C 1.18 -3.91 -0.98
C 0.88 -2.57 -1.20
C 2.68 0.85 -2.58
C 3.13 2.15 -2.37
C 4.04 2.74 -3.24
C 4.52 2.03 -4.33
C 4.07 0.74 -4.56
C 3.15 0.16 -3.70
C 2.93 -0.90 1.75
C 4.25 -0.61 1.34
C 5.33 -1.30 1.85
C 5.17 -2.31 2.80
C 3.88 -2.60 3.22
C 2.78 -1.92 2.72
P -0.96 0.03 0.79
C -2.22 -0.80 1.85
C -3.21 -0.09 2.53
C -4.21 -0.77 3.23
C -4.22 -2.15 3.26
C -3.24 -2.87 2.59
C -2.26 -2.19 1.88
C -1.00 1.75 1.43
C -0.37 2.18 2.60
C -0.45 3.51 2.99
C -1.16 4.42 2.22
C -1.78 4.01 1.05
C -1.69 2.68 0.66
H 0.38 -0.50 2.77
H 0.42 -1.75 1.55
H 2.97 1.08 0.10
H 1.36 1.64 0.43
H 4.03 -1.35 -1.43
H 4.56 -3.72 -1.05
H 2.73 -5.37 -0.75
H 0.37 -4.63 -0.86
H -0.15 -2.25 -1.25
H 2.72 2.75 -1.56
H 4.35 3.76 -3.07
H 5.23 2.49 -5.01
H 4.42 0.19 -5.43
H 2.79 -0.85 -3.90
H 4.44 0.15 0.59
H 6.32 -1.05 1.50
H 6.02 -2.85 3.19
H 3.72 -3.38 3.96
H 1.80 -2.18 3.08
H -3.22 0.99 2.50
H -4.98 -0.20 3.73
H -5.00 -2.68 3.80
H -3.26 -3.95 2.59
H -1.53 -2.77 1.32
H 0.19 1.48 3.21
H 0.05 3.82 3.90
H -1.20 5.46 2.51
H -2.30 4.72 0.42
H -2.19 2.36 -0.25
N -9.44 -0.36 -1.24
C -8.29 -0.29 -1.30
C -6.85 -0.21 -1.38
C -6.24 0.70 -2.24
C -4.85 0.76 -2.30
C -3.98 -0.05 -1.53
C -4.66 -0.95 -0.69
C -6.05 -1.05 -0.60
H -6.86 1.35 -2.85
H -4.44 1.51 -2.98
H -4.09 -1.62 -0.06
H -6.51 -1.76 0.07
F -1.14 4.37 -2.48
B 0.15 3.81 -2.39
F 0.57 3.73 -1.05
F 1.08 4.51 -3.15
F 0.06 2.45 -2.87
```

## Properties
charge = -1
E_LUMO = 2.157 eV
energy relative to the best compared isomer or geometry (same formula, charge and spin) = 25.57 kJ/mol

=====

(5)
Molecular formula: C39H33N8O2PRhSe
Method: DFT, wB97M-V/def2-TZVPD

The geometry in XYZ format:
```
85
Properties=species:S:1:pos:R:3
Rh -0.02 -0.53 -1.20
O 0.86 -1.85 0.42
C 0.12 -2.42 1.33
C 0.72 -2.88 2.51
C 0.01 -3.50 3.53
C -1.37 -3.70 3.39
C -2.00 -3.27 2.26
C -1.32 -2.62 1.17
C -2.10 -2.26 0.09
N -1.72 -1.55 -1.07
N -2.71 -1.37 -1.90
C -2.44 -0.53 -2.93
O -1.37 0.11 -3.06
C -3.53 -0.36 -3.92
C -3.34 0.51 -4.99
C -4.33 0.70 -5.94
C -5.53 0.01 -5.83
C -5.73 -0.86 -4.77
C -4.74 -1.05 -3.82
H 1.79 -2.71 2.62
H 0.53 -3.82 4.43
H -1.93 -4.18 4.18
H -3.07 -3.43 2.15
H -3.16 -2.50 0.11
H -2.39 1.04 -5.05
H -4.17 1.38 -6.76
H -6.31 0.16 -6.57
H -6.67 -1.40 -4.68
H -4.88 -1.73 -2.99
N 3.59 -1.95 0.59
C 4.50 -1.17 0.00
N 5.82 -1.50 0.15
N 4.25 -0.07 -0.69
C 2.99 0.18 -0.95
N 1.89 0.44 -1.19
H 3.87 -2.87 0.86
H 2.57 -1.81 0.47
H 6.02 -2.46 0.36
H 6.42 -1.06 -0.52
N -0.81 0.71 0.04
P -0.37 1.91 0.92
C 1.34 2.05 1.56
C 1.92 0.88 2.06
C 3.19 0.91 2.60
C 3.90 2.11 2.65
C 3.33 3.27 2.15
C 2.05 3.24 1.61
C -1.33 1.93 2.46
C -1.13 2.86 3.47
C -1.86 2.79 4.64
C -2.77 1.76 4.82
C -2.97 0.81 3.83
C -2.25 0.90 2.64
C -0.64 3.49 0.06
C 0.08 3.69 -1.11
C -0.14 4.83 -1.87
C -1.08 5.77 -1.46
C -1.80 5.57 -0.30
C -1.59 4.42 0.46
H 1.37 -0.06 2.00
H 3.64 0.00 2.97
H 4.90 2.13 3.06
H 3.88 4.20 2.18
H 1.61 4.15 1.21
H -0.39 3.65 3.34
H -1.70 3.52 5.42
H -3.33 1.69 5.75
H -3.66 0.00 3.98
H -2.38 0.17 1.85
H 0.79 2.94 -1.44
H 0.42 4.98 -2.78
H -1.25 6.66 -2.06
H -2.55 6.29 0.01
H -2.17 4.26 1.36
Se 0.81 -2.08 -3.10
C 2.15 -3.14 -2.28
C 3.49 -3.06 -2.68
C 4.45 -3.84 -2.06
N 4.19 -4.71 -1.07
C 2.90 -4.81 -0.72
C 1.87 -4.07 -1.28
H 3.78 -2.36 -3.45
H 5.49 -3.77 -2.36
H 2.68 -5.52 0.07
H 0.86 -4.20 -0.93
```

## Properties
charge = -1
multiplicity = 5
E_LUMO (spin up / spin down) = 2.520 / 1.510 eV
energy relative to the best compared isomer or geometry (same formula, charge and spin) = 0.00 kJ/mol

=====

The highest charge belongs to which entry?
C39H32Cl2F5N6O2Se2Tc